(1)
Below is C2H3N3O in the gas phase in a non-equilibrium geometry, with properties calculated with ωB97M-V/def2-TZVPD.

Last column: natural (NBO) charge in e.
CARTESIAN COORDINATES (ANGSTROEM)
H (2.82, -0.65, -0.04)  0.317
N (1.87, -0.52, 0.32)  -0.312
N (1.43, 0.49, -0.26)  -0.142
C (0.06, 0.79, 0.10)  -0.060
N (-0.66, -0.10, 1.19)  -0.355
C (-0.99, -0.14, -0.02)  0.485
O (-1.89, -0.58, -0.88)  -0.626
H (-0.14, 1.86, -0.03)  0.194
H (-2.50, -1.15, -0.38)  0.498

Summary:
lowest unoccupied orbital energy	0.36	eV
total energy	-317.39946	Eh
E_HOMO	-9.47	eV
energy above the lowest of the compared OMol25 structures with the same formula, charge and spin	348.8	kJ/mol
SMILES string	[H]/N=N/[C@@H]1N=C1O
orbital gap	9.831	eV


(2)
Below is 2 unconnected molecules or ions with the total composition C2H2INO2 in a non-equilibrium geometry, with properties calculated with ωB97M-V/def2-TZVPD.

Last column: natural (NBO) charge in e.
CARTESIAN COORDINATES (ANGSTROEM)
C (-0.76, 0.90, 0.10)  -0.463
C (0.18, 0.01, -0.01)  0.243
N (0.17, -1.37, -0.01)  0.424
O (-0.59, -1.68, -0.91)  -0.320
O (0.62, -2.03, 0.89)  -0.298
I (2.89, 1.48, -0.20)  -0.118
H (-0.61, 2.03, 0.09)  0.272
H (-1.89, 0.65, 0.06)  0.259

Summary:
lowest unoccupied orbital energy	-3.42	eV
total energy	-580.08479	Eh
E_HOMO	-9.83	eV
energy above the lowest of the compared OMol25 structures with the same formula, charge and spin	694.8	kJ/mol
orbital gap	6.407	eV


(3)
Below is 2 unconnected molecules or ions with the total composition C2H4ClFO in a non-equilibrium geometry, with properties calculated with ωB97M-V/def2-TZVPD.

Last column: natural (NBO) charge in e.
CARTESIAN COORDINATES (ANGSTROEM)
C (-0.55, -0.49, 0.31)  -0.112
C (0.71, 0.47, 0.23)  0.222
H (-1.68, 0.27, -1.31)  0.451
H (-1.35, 0.01, 1.07)  0.182
H (0.00, -1.59, 0.62)  0.207
H (1.05, 1.13, 1.17)  0.178
O (-0.86, -0.70, -0.96)  -0.660
F (0.50, 1.33, -0.67)  -0.331
Cl (2.18, -0.43, -0.45)  -0.136

Summary:
lowest unoccupied orbital energy	-0.07	eV
total energy	-713.77474	Eh
E_HOMO	-10.45	eV
energy above the lowest of the compared OMol25 structures with the same formula, charge and spin	298.9	kJ/mol
orbital gap	10.371	eV


(4)
Below is 8 unconnected molecules or ions with the total composition C28H66O10 in a non-equilibrium geometry, with properties calculated with ωB97M-V/def2-TZVPD.

Last column: Mulliken charge in e.
CARTESIAN COORDINATES (ANGSTROEM)
C (0.46, -1.33, 2.55)  -0.562
C (0.40, -0.31, 1.94)  -0.033
O (0.34, 0.83, 1.28)  0.009
C (-0.24, 0.57, 0.03)  0.448
O (0.19, -0.26, -0.70)  -0.514
O (-1.25, 1.39, -0.22)  -0.174
C (-2.49, 0.69, -0.48)  -1.058
C (-3.60, 0.89, 0.57)  1.178
C (-4.35, -0.45, 0.75)  -1.718
C (-3.20, 1.49, 1.94)  -1.390
H (0.45, -2.35, 2.83)  0.581
H (-2.29, -0.36, -0.67)  0.480
H (-2.86, 1.08, -1.42)  0.186
H (-4.32, 1.57, 0.13)  0.400
H (-5.19, -0.52, 0.08)  0.337
H (-3.68, -1.30, 0.60)  0.375
H (-4.70, -0.53, 1.77)  0.464
H (-2.21, 1.93, 1.97)  0.147
H (-3.27, 0.78, 2.76)  0.328
H (-3.92, 2.26, 2.15)  0.475
C (4.15, -1.48, 2.89)  -0.686
C (4.07, -2.94, 2.48)  0.352
C (5.40, -3.46, 1.96)  -1.015
O (3.05, -3.09, 1.49)  -0.503
H (4.41, -0.85, 2.04)  0.105
H (3.18, -1.14, 3.26)  -0.001
H (4.90, -1.32, 3.68)  0.449
H (3.76, -3.54, 3.34)  0.274
H (5.70, -2.89, 1.07)  -0.036
H (5.31, -4.51, 1.66)  0.322
H (6.19, -3.37, 2.71)  0.413
H (3.31, -2.57, 0.73)  0.303
C (5.30, -2.37, -2.12)  -1.129
C (6.76, -1.96, -2.03)  0.460
C (7.12, -0.92, -3.08)  -1.421
O (7.60, -3.10, -2.15)  -0.564
H (5.09, -2.82, -3.09)  0.397
H (5.06, -3.11, -1.36)  0.281
H (4.64, -1.51, -1.99)  0.308
H (6.96, -1.55, -1.04)  0.267
H (6.97, -1.33, -4.08)  0.347
H (8.17, -0.64, -3.00)  0.344
H (6.51, -0.02, -2.98)  0.361
H (7.45, -3.49, -3.02)  0.354
C (-1.01, 0.07, 7.08)  -1.468
C (-0.62, 0.74, 5.77)  0.737
C (0.00, 2.11, 6.01)  -1.232
O (-1.76, 0.86, 4.92)  -0.398
H (-1.75, 0.67, 7.62)  0.367
H (-1.45, -0.91, 6.89)  0.344
H (-0.14, -0.06, 7.73)  0.390
H (0.08, 0.12, 5.24)  -0.036
H (-0.71, 2.78, 6.51)  0.416
H (0.27, 2.58, 5.06)  0.169
H (0.90, 2.04, 6.63)  0.384
H (-2.40, 1.42, 5.39)  0.310
C (-2.03, -1.57, -4.05)  -1.370
C (-3.21, -0.64, -3.82)  1.012
C (-4.39, -0.99, -4.72)  -1.484
O (-2.81, 0.72, -4.02)  -0.538
H (-1.68, -1.48, -5.08)  0.385
H (-1.20, -1.30, -3.39)  0.304
H (-2.30, -2.61, -3.86)  0.364
H (-3.52, -0.70, -2.78)  0.036
H (-4.11, -0.89, -5.77)  0.374
H (-5.22, -0.31, -4.54)  0.352
H (-4.73, -2.01, -4.55)  0.233
H (-2.53, 0.81, -4.94)  0.332
C (0.90, 5.28, -1.29)  -1.145
C (-0.03, 5.63, -0.14)  0.225
C (0.37, 4.91, 1.14)  -0.483
O (-1.38, 5.31, -0.48)  -0.579
H (0.86, 4.21, -1.50)  0.213
H (0.59, 5.80, -2.20)  0.328
H (1.93, 5.55, -1.06)  0.362
H (-0.02, 6.71, 0.03)  0.355
H (0.31, 3.83, 1.00)  -0.156
H (-0.30, 5.17, 1.96)  0.328
H (1.39, 5.16, 1.44)  0.243
H (-1.42, 4.36, -0.63)  0.352
C (-6.51, -4.83, -5.96)  -1.209
C (-7.46, -3.93, -5.18)  0.467
C (-8.89, -4.43, -5.25)  -1.391
O (-7.39, -2.59, -5.68)  -0.514
H (-6.79, -4.86, -7.01)  0.331
H (-5.49, -4.45, -5.90)  0.287
H (-6.53, -5.85, -5.57)  0.371
H (-7.14, -3.87, -4.14)  0.292
H (-9.25, -4.45, -6.28)  0.355
H (-9.56, -3.78, -4.69)  0.328
H (-8.98, -5.44, -4.84)  0.375
H (-7.66, -2.60, -6.60)  0.331
C (2.97, 2.44, 2.89)  -0.650
C (4.42, 2.92, 2.99)  0.154
C (4.72, 3.99, 1.96)  -1.299
O (5.31, 1.81, 2.83)  -0.544
H (2.78, 2.01, 1.90)  0.153
H (2.77, 1.67, 3.63)  0.182
H (2.27, 3.27, 3.04)  0.311
H (4.61, 3.30, 3.99)  0.361
H (4.58, 3.60, 0.94)  0.289
H (5.76, 4.32, 2.04)  0.351
H (4.07, 4.86, 2.08)  0.365
H (5.16, 1.44, 1.95)  0.340

Summary:
lowest unoccupied orbital energy	0.48	eV
total energy	-1858.70390	Eh
E_HOMO	-9.60	eV
SMILES string	C#COC(=O)OCC(C)C.CC(C)O.CC(C)O.CC(C)O.CC(C)O.CC(C)O.CC(C)O.CC(C)O
orbital gap	10.080	eV


(5)
Below is a molecular structure, C21H33MnNO9S in a non-equilibrium geometry, with properties calculated with ωB97M-V/def2-TZVPD.

Last column: Löwdin spin population.
CARTESIAN COORDINATES (ANGSTROEM)
Mn (0.70, -0.36, -0.09)  0.984
C (2.62, 2.10, -1.06)  0.000
C (2.45, 1.20, -2.29)  0.001
O (2.14, -0.15, -1.91)  -0.001
C (3.31, -0.93, -1.78)  -0.001
C (2.91, -2.24, -1.16)  0.000
O (2.32, -2.01, 0.11)  0.004
C (3.23, -1.81, 1.19)  0.000
C (2.39, -1.41, 2.37)  0.000
O (1.74, -0.17, 2.13)  0.005
C (2.52, 0.99, 2.39)  0.001
C (2.36, 1.98, 1.28)  0.000
O (2.62, 1.26, 0.09)  0.013
H (1.79, 2.80, -0.99)  0.000
H (3.55, 2.66, -1.11)  0.000
H (3.35, 1.19, -2.91)  0.000
H (1.63, 1.55, -2.90)  0.000
H (4.05, -0.41, -1.17)  0.000
H (3.75, -1.12, -2.77)  0.000
H (3.75, -2.93, -1.09)  0.000
H (2.12, -2.68, -1.77)  0.000
H (3.95, -1.02, 0.95)  0.000
H (3.76, -2.73, 1.40)  0.000
H (2.99, -1.38, 3.27)  0.000
H (1.59, -2.15, 2.48)  0.000
H (3.57, 0.71, 2.51)  0.000
H (2.18, 1.46, 3.32)  0.000
H (3.05, 2.81, 1.42)  0.000
H (1.34, 2.36, 1.24)  0.000
O (0.62, 0.39, -6.26)  0.000
C (-0.28, -0.46, -6.02)  0.000
O (-0.95, -1.21, -6.74)  0.001
C (-0.53, -0.59, -4.50)  0.004
C (-0.36, -1.83, -3.87)  0.001
C (-0.36, -1.88, -2.49)  0.002
N (-0.54, -0.79, -1.73)  -0.009
C (-0.80, 0.38, -2.34)  0.002
C (-0.81, 0.52, -3.71)  -0.002
C (-0.96, 1.56, -1.40)  0.000
O (-1.73, 2.46, -1.68)  0.002
O (-0.23, 1.48, -0.33)  -0.008
H (-0.21, -2.72, -4.46)  0.000
H (-0.22, -2.82, -1.96)  0.000
H (-0.98, 1.50, -4.14)  0.000
C (-3.77, -1.57, 4.76)  0.000
C (-3.40, -0.76, 3.52)  0.000
C (-2.01, -0.17, 3.66)  -0.001
S (-1.20, 0.53, 2.19)  -0.001
O (-0.94, -0.68, 1.30)  0.005
C (-2.50, 1.48, 1.36)  0.000
C (-3.37, 0.72, 0.37)  0.000
C (-4.34, 1.69, -0.31)  0.000
H (-4.80, -1.90, 4.72)  0.000
H (-3.63, -0.98, 5.67)  0.000
H (-3.13, -2.46, 4.84)  0.000
H (-4.13, 0.04, 3.37)  0.000
H (-3.43, -1.41, 2.65)  0.000
H (-1.30, -0.95, 3.96)  0.000
H (-1.98, 0.63, 4.41)  0.000
H (-1.93, 2.23, 0.81)  0.000
H (-3.06, 1.98, 2.16)  0.000
H (-3.93, -0.08, 0.85)  0.000
H (-2.73, 0.26, -0.38)  0.000
H (-4.97, 2.20, 0.43)  0.000
H (-5.00, 1.16, -1.00)  0.000
H (-3.80, 2.45, -0.87)  0.000

Summary:
lowest unoccupied orbital energy (alpha / beta)	-0.16 / -0.16	eV
<S²>	1.114
spin multiplicity	2
total energy	-3101.02169	Eh
E_HOMO (alpha / beta)	-7.35 / -7.34	eV
energy above the lowest of the compared OMol25 structures with the same formula, charge and spin	79.0	kJ/mol
orbital gap (alpha / beta)	7.189 / 7.188	eV


(6)
Below is 2 unconnected molecules or ions with the total composition HN5OS in a non-equilibrium geometry, with properties calculated with ωB97M-V/def2-TZVPD.

Last column: natural (NBO) charge in e.
CARTESIAN COORDINATES (ANGSTROEM)
N (3.81, -8.69, 1.37)  -0.065
N (2.99, -7.83, 4.30)  -0.124
N (2.71, -7.62, 3.21)  -0.038
N (2.77, -8.64, 2.01)  0.267
N (4.88, -8.03, 1.49)  -0.371
O (1.60, -8.86, 1.55)  -0.515
S (6.30, -8.54, 0.95)  -0.154
H (-7.91, 0.47, 2.76)  -1.000

Summary:
lowest unoccupied orbital energy (alpha / beta)	4.02 / 4.02	eV
total energy	-747.51750	Eh
E_HOMO (alpha / beta)	1.62 / 1.62	eV
energy above the lowest of the compared OMol25 structures with the same formula, charge and spin	354.4	kJ/mol
orbital gap (alpha / beta)	2.401 / 2.400	eV
total charge	-2


(7)
Below is 8 unconnected molecules or ions with the total composition C20H57N4O14 in a non-equilibrium geometry, with properties calculated with ωB97M-V/def2-TZVPD.

Last column: Mulliken charge in e.
CARTESIAN COORDINATES (ANGSTROEM)
N (0.19, 0.60, 0.48)  1.086
O (-0.25, 1.70, 0.28)  -0.517
O (-0.47, -0.22, 1.11)  -0.977
O (1.29, 0.39, 0.06)  -0.240
C (4.19, 0.11, 1.93)  -0.048
C (4.73, -0.41, 0.60)  -0.078
O (5.69, -1.44, 0.85)  -0.566
O (5.09, 0.96, 2.61)  -0.601
H (3.92, -0.81, 2.45)  0.193
H (3.28, 0.69, 1.78)  0.200
H (5.18, 0.37, -0.02)  0.213
H (3.89, -0.78, 0.02)  0.025
H (5.28, -1.96, 1.55)  0.383
H (4.75, 1.05, 3.50)  0.318
C (-1.73, 2.95, 3.57)  -0.368
C (-1.97, 1.47, 3.86)  -0.219
O (-0.73, 0.76, 3.70)  -0.556
O (-1.91, 3.23, 2.19)  -0.521
H (-0.76, 3.36, 3.83)  0.269
H (-2.48, 3.60, 4.02)  0.275
H (-2.78, 1.14, 3.20)  0.129
H (-2.33, 1.24, 4.86)  0.381
H (-0.73, 0.40, 2.81)  0.304
H (-1.26, 2.75, 1.68)  0.229
C (3.42, 2.97, -1.17)  0.074
C (2.30, 3.20, -2.17)  -0.151
O (1.75, 2.01, -2.61)  -0.392
O (4.67, 3.55, -1.38)  -0.621
H (3.55, 1.91, -0.95)  -0.098
H (3.11, 3.49, -0.26)  0.252
H (2.80, 3.78, -2.94)  0.370
H (1.44, 3.72, -1.73)  0.111
H (1.41, 1.66, -1.79)  -0.060
H (5.20, 3.34, -0.61)  0.346
C (-3.52, 0.92, 0.05)  1.247
C (-3.37, -0.14, -1.08)  0.010
O (-3.69, 0.37, -2.36)  -0.613
O (-4.98, 1.22, 0.30)  -0.645
H (-3.07, 1.83, -0.36)  -0.472
H (-2.96, 0.69, 0.95)  -0.305
H (-3.97, -1.03, -0.92)  0.407
H (-2.40, -0.59, -0.89)  -0.449
H (-3.02, 0.96, -2.71)  0.379
H (-4.98, 2.10, 0.67)  0.354
C (2.00, -6.61, 3.31)  -1.460
C (1.72, -5.68, 4.46)  0.666
C (0.96, -4.42, 3.97)  -0.723
O (1.78, -3.68, 3.02)  -0.330
C (1.13, -2.47, 2.52)  -0.438
N (0.92, -6.46, 5.45)  -0.743
H (2.68, -6.23, 2.55)  0.334
H (1.15, -6.89, 2.69)  0.310
H (2.43, -7.52, 3.73)  0.409
H (2.65, -5.50, 5.00)  0.228
H (0.72, -3.77, 4.81)  0.358
H (-0.03, -4.64, 3.58)  0.294
H (0.71, -1.85, 3.30)  0.409
H (0.35, -2.78, 1.81)  0.367
H (1.68, -1.79, 1.87)  -0.134
H (0.01, -6.80, 5.17)  0.227
H (0.78, -5.94, 6.31)  0.233
C (1.13, -1.38, -3.27)  -1.875
C (0.05, -1.77, -2.22)  2.719
C (-0.79, -2.98, -2.69)  -1.054
O (-1.70, -3.47, -1.73)  -0.265
C (-2.91, -4.00, -2.26)  -0.839
N (0.75, -2.14, -0.99)  -0.627
H (0.73, -1.14, -4.25)  0.381
H (1.76, -2.26, -3.31)  0.516
H (1.74, -0.53, -2.94)  0.289
H (-0.54, -0.86, -2.08)  -0.993
H (-0.13, -3.78, -3.03)  0.342
H (-1.36, -2.72, -3.58)  0.434
H (-2.66, -4.93, -2.78)  0.343
H (-3.44, -3.23, -2.82)  0.362
H (-3.54, -4.32, -1.43)  0.210
H (0.15, -2.02, -0.19)  0.136
H (1.35, -1.36, -0.78)  -0.153
C (-2.71, 3.13, -4.66)  -1.559
C (-1.95, 3.37, -3.36)  0.622
C (-2.74, 4.07, -2.11)  -0.460
O (-2.99, 5.44, -2.50)  -0.459
C (-1.89, 6.38, -2.34)  -0.669
N (-1.49, 2.06, -3.00)  -0.243
H (-3.52, 2.41, -4.61)  0.248
H (-2.04, 2.77, -5.44)  0.370
H (-3.12, 4.06, -5.07)  0.401
H (-1.08, 3.97, -3.62)  0.260
H (-2.09, 4.03, -1.23)  0.432
H (-3.69, 3.59, -1.92)  0.223
H (-1.71, 6.57, -1.28)  0.294
H (-2.07, 7.32, -2.87)  0.281
H (-0.92, 5.97, -2.62)  0.237
H (-0.67, 1.79, -3.52)  0.208
H (-1.30, 1.92, -2.02)  -0.174

Summary:
lowest unoccupied orbital energy	2.48	eV
total energy	-2068.39714	Eh
E_HOMO	-6.56	eV
energy above the lowest of the compared OMol25 structures with the same formula, charge and spin	264.5	kJ/mol
orbital gap	9.043	eV
total charge	-1


(8)
Below is a gas-phase ion, C3H7N2O (charge +1) in a non-equilibrium geometry, with properties calculated with ωB97M-V/def2-TZVPD.

Last column: natural (NBO) charge in e.
CARTESIAN COORDINATES (ANGSTROEM)
C (0.82, 0.42, -0.43)  0.525
C (0.61, -1.00, -0.24)  -0.519
C (-0.88, -1.07, 0.18)  -0.259
N (-1.34, 0.13, -0.53)  0.049
N (1.57, 1.25, 0.19)  -0.691
O (-1.91, 1.03, 0.30)  -0.468
H (0.62, -1.34, -1.29)  0.285
H (1.26, -1.44, 0.35)  0.227
H (-1.37, -1.92, -0.34)  0.261
H (-0.96, -0.99, 1.18)  0.218
H (2.15, 0.91, 0.93)  0.416
H (1.69, 2.21, -0.06)  0.442
H (-2.25, 1.82, -0.25)  0.516

Summary:
lowest unoccupied orbital energy (alpha / beta)	-5.74 / -5.19	eV
total energy	-302.80569	Eh
E_HOMO (alpha / beta)	-13.76 / -14.38	eV
energy above the lowest of the compared OMol25 structures with the same formula, charge and spin	615.2	kJ/mol
orbital gap (alpha / beta)	8.020 / 9.185	eV
total charge	+1